1.
82
Properties=species:S:1:pos:R:3 method="wB97M-V/def2-TZVPD" gap_ev="6.07 / 6.12" total_charge=-2 e_homo_ev="-2.2 / -2.2" s2=8.754 e_above_lowest_ev=0.000 spin_multiplicity=6
Mn 0.283 0.382 0.336
O -4.062 0.648 4.566
C -2.915 0.631 5.190
O -2.838 0.746 6.399
C -1.680 0.469 4.354
C -0.400 0.404 4.859
Cl 0.067 0.413 6.498
N 0.466 0.222 3.831
N -0.216 0.169 2.666
C -1.491 0.312 2.950
C -2.464 0.211 1.779
O -3.693 0.303 2.043
O -1.961 0.027 0.666
C 1.896 0.089 3.837
C 2.691 0.804 4.723
C 4.070 0.647 4.696
C 4.666 -0.219 3.794
C 3.865 -0.922 2.906
C 2.492 -0.763 2.919
H -3.960 0.531 3.522
H 2.248 1.515 5.401
H 4.683 1.225 5.378
H 5.743 -0.337 3.771
H 4.312 -1.598 2.184
H 1.884 -1.303 2.215
C -0.424 -5.171 0.369
Si -0.095 -3.401 1.029
C -1.670 -3.181 2.035
C 1.283 -3.741 2.294
N 0.232 -2.165 -0.107
C 0.388 -2.449 -1.430
C 0.778 -3.716 -1.944
C 0.902 -4.001 -3.295
C 0.685 -3.017 -4.243
C 0.373 -1.735 -3.793
C 0.229 -1.461 -2.445
O 0.024 -0.162 -1.985
C -0.125 0.831 -2.936
C -1.309 0.936 -3.646
C -1.458 1.954 -4.573
C -0.431 2.868 -4.783
C 0.741 2.763 -4.048
C 0.897 1.740 -3.122
H -0.929 -5.727 1.167
H 0.492 -5.717 0.116
H -1.077 -5.177 -0.512
H -1.723 -3.965 2.802
H -2.558 -3.259 1.398
H -1.719 -2.224 2.545
H 1.263 -4.802 2.571
H 1.148 -3.161 3.215
H 2.281 -3.513 1.903
H 1.013 -4.490 -1.229
H 1.188 -5.002 -3.605
H 0.782 -3.214 -5.303
H 0.263 -0.937 -4.514
H -2.105 0.229 -3.446
H -2.390 2.046 -5.120
H -0.552 3.666 -5.508
H 1.535 3.488 -4.182
H 1.789 1.657 -2.516
Cl 3.075 3.983 2.926
C 3.751 2.877 1.765
C 5.122 2.914 1.521
C 5.704 2.042 0.636
Cl 7.445 2.102 0.399
C 4.925 1.104 -0.075
C 5.431 0.184 -1.015
C 4.569 -0.676 -1.634
C 3.200 -0.628 -1.324
N 2.695 0.206 -0.447
C 3.528 1.067 0.180
C 2.893 1.935 1.165
O 1.683 1.796 1.449
H 5.736 3.635 2.046
H 6.491 0.164 -1.229
H 4.923 -1.396 -2.361
H 2.505 -1.304 -1.813
F 0.312 3.339 -0.648
C -0.537 2.313 -0.189
F -1.628 2.437 -1.056
F -1.045 2.864 1.001



2.
20
Properties=species:S:1:pos:R:3 method="wB97M-V/def2-TZVPD" gap_ev=10.79 total_charge=+2 e_homo_ev=-19.3 e_above_lowest_ev=5.678
C 1.916 -0.808 0.468
C -2.495 0.173 -0.997
C -1.739 -0.682 0.019
C -0.973 -0.173 1.068
N 3.196 -0.802 0.107
N 1.016 0.049 0.202
N 1.271 1.392 -0.281
H 1.678 -1.776 0.779
H -3.522 -0.188 -1.194
H -2.471 1.306 -0.919
H -2.051 -0.069 -2.009
H -1.322 -1.626 -0.402
H -2.423 -0.967 0.795
H -0.998 0.876 1.256
H -0.568 -0.880 1.745
H 3.661 -1.550 0.547
H 3.794 -0.203 -0.470
H 0.297 1.966 -0.315
H 1.668 1.628 -1.156
H 1.968 1.824 0.437



3.
80
Properties=species:S:1:pos:R:3 method="wB97M-V/def2-TZVPD" gap_ev=9.49 smiles="CCCCN(Cc1ccccc1C)C(=O)OP(=O)(O)O.ClCCCl.ClCCCl.ClCCCl.ClCCCl.ClCCCl" e_homo_ev=-9.1
C -3.798 -1.029 0.262
C -3.480 0.475 0.291
C -2.215 0.845 -0.515
C -0.945 0.328 0.201
N -0.317 1.389 0.983
C 0.864 0.874 1.761
C 0.387 -0.079 2.849
C -0.328 0.464 3.896
C -0.812 -0.366 4.883
C -0.553 -1.708 4.782
C 0.158 -2.255 3.746
C 0.650 -1.436 2.738
C 1.399 -2.053 1.578
C 0.220 2.356 0.130
O 0.463 2.183 -1.049
O 0.503 3.594 0.711
P 0.091 4.825 -0.253
O 0.331 6.052 0.499
O -1.484 4.781 -0.593
O 1.002 4.936 -1.591
H -3.097 -1.559 0.919
H -4.787 -1.207 0.688
H -3.678 -1.469 -0.731
H -4.330 1.006 -0.151
H -3.321 0.803 1.324
H -2.302 0.389 -1.506
H -2.215 1.934 -0.621
H -0.266 -0.130 -0.532
H -1.278 -0.495 0.836
H 1.591 0.432 1.077
H 1.295 1.741 2.273
H -0.508 1.535 3.878
H -1.399 0.064 5.687
H -0.954 -2.386 5.544
H 0.315 -3.327 3.685
H 1.053 -3.068 1.404
H 2.486 -2.011 1.696
H 1.171 -1.515 0.659
H -1.843 5.407 0.055
H 0.540 4.511 -2.330
Cl -1.981 -3.504 6.887
C -2.613 -5.131 7.260
C -2.024 -6.183 6.355
Cl -2.589 -6.014 4.674
H -3.697 -5.097 7.182
H -2.351 -5.346 8.295
H -2.328 -7.171 6.696
H -0.937 -6.140 6.351
Cl 5.944 7.147 0.656
C 4.391 7.483 -0.155
C 4.344 6.916 -1.550
Cl 5.448 7.772 -2.661
H 4.237 8.559 -0.157
H 3.610 7.025 0.451
H 3.339 7.023 -1.956
H 4.604 5.861 -1.562
Cl -1.575 4.244 -4.088
C -0.423 2.931 -4.464
C -0.683 2.305 -5.808
Cl -2.206 1.379 -5.822
H -0.483 2.195 -3.664
H 0.575 3.370 -4.451
H 0.119 1.606 -6.047
H -0.734 3.050 -6.599
Cl 1.985 -3.462 -1.034
C 3.570 -4.240 -0.795
C 3.440 -5.640 -0.252
Cl 2.843 -5.656 1.428
H 4.158 -3.608 -0.133
H 4.060 -4.267 -1.767
H 4.415 -6.124 -0.247
H 2.762 -6.239 -0.855
Cl 0.407 -3.448 -7.328
C -1.284 -3.010 -6.970
C -1.379 -1.875 -5.982
Cl -0.846 -2.356 -4.349
H -1.792 -3.899 -6.606
H -1.741 -2.713 -7.912
H -2.414 -1.551 -5.893
H -0.781 -1.025 -6.292



4.
24
Properties=species:S:1:pos:R:3 method="wB97M-V/def2-TZVPD" gap_ev=11.25 smiles=CCCCO.O.O.O e_homo_ev=-10.7 e_above_lowest_ev=2.498
C 1.759 -0.446 -2.074
C 0.705 0.467 -1.589
C -0.693 -0.104 -2.031
C -1.790 0.099 -0.922
O -1.355 -0.474 0.290
H 1.580 -1.426 -1.571
H 2.721 -0.120 -1.729
H 1.960 -0.836 -3.057
H 0.785 0.534 -0.510
H 0.825 1.648 -1.855
H -0.938 0.115 -3.095
H -0.675 -1.256 -2.040
H -2.718 -0.486 -1.111
H -1.914 1.055 -0.711
H -1.059 -1.368 0.184
O -1.626 -1.682 3.078
H -0.820 -1.392 3.583
H -1.613 -1.389 2.186
O 2.895 1.729 1.055
H 2.557 1.982 1.942
H 2.911 0.867 1.048
O -0.789 1.035 3.085
H -1.318 0.537 3.602
H -1.391 0.911 2.241



5.
6
Properties=species:S:1:pos:R:3 method="wB97M-V/def2-TZVPD" gap_ev="4.39 / 7.14" total_charge=+2 e_homo_ev="-18.3 / -21.0" s2=0.770 spin_multiplicity=2
O -0.805 -0.787 -1.017
C 0.175 -0.506 -0.376
C 0.547 -0.101 0.879
C 0.803 1.073 1.175
H 0.921 2.081 1.546
Zn -1.642 -1.759 -2.207



6.
22
Properties=species:S:1:pos:R:3 method="wB97M-V/def2-TZVPD" gap_ev="7.79 / 7.20" e_homo_ev="-9.5 / -9.7" e_above_lowest_ev=2.347
C -0.572 1.685 -2.368
C 0.828 1.581 -2.394
C -1.293 1.325 -1.250
C 1.475 1.303 -1.255
C -0.687 0.970 -0.104
C 0.723 0.935 -0.119
C 1.451 0.474 1.019
C 0.741 -0.432 2.058
N -3.136 -2.467 0.982
O 2.640 0.600 1.208
O 1.643 -2.853 1.529
O -0.039 -1.939 -0.109
F -2.266 -1.600 1.751
S 0.387 -2.144 1.310
Cl -2.276 -3.787 0.513
H -1.033 2.089 -3.158
H 1.362 1.949 -3.230
H -2.431 1.443 -1.237
H 2.533 1.255 -0.996
H -1.162 0.367 0.622
H 1.376 -0.625 3.003
H -0.264 -0.128 2.225



7.
21
Properties=species:S:1:pos:R:3 method="wB97M-V/def2-TZVPD" gap_ev="11.69 / 5.62" total_charge=+2 e_homo_ev="-19.0 / -19.0" s2=0.755 e_above_lowest_ev=3.471 spin_multiplicity=2
C 0.266 2.397 0.237
O 1.630 2.374 -0.328
C -0.849 1.776 -0.558
C -0.495 0.380 -1.136
C 0.123 -0.601 -0.103
N 0.937 -2.941 0.892
C -0.384 -2.512 1.153
N -0.881 -1.426 0.577
H -0.102 3.519 0.438
H 0.548 1.912 1.253
H 1.583 1.851 -1.146
H -1.051 2.529 -1.428
H -1.814 1.734 -0.029
H -1.339 -0.131 -1.625
H 0.325 0.539 -1.976
H 0.793 -0.002 0.589
H 0.862 -1.239 -0.750
H 1.194 -3.769 1.228
H 1.569 -2.465 0.258
H -1.141 -3.024 1.825
H -1.775 -0.899 0.630



8.
17
Properties=species:S:1:pos:R:3 method="wB97M-V/def2-TZVPD" gap_ev="7.00 / 6.99" e_homo_ev="-7.8 / -7.8" e_above_lowest_ev=6.374
C 0.758 0.427 -0.446
C -0.803 2.241 0.557
C -1.181 -0.738 0.089
C -0.111 -0.614 -0.962
C 0.268 -1.333 -2.162
C 0.698 0.529 2.486
O -1.568 -0.137 -1.034
P -0.209 0.787 0.925
H 1.681 0.949 -0.781
H -1.752 2.504 0.112
H -1.740 -1.645 0.551
H -0.552 -2.058 -2.512
H 1.189 -1.787 -2.067
H 0.492 -0.646 -3.000
H 0.646 1.500 2.971
H 1.627 0.261 2.056
H 0.556 -0.238 3.218